[1]
{
  "formula": "C4H4GdO",
  "method": "wB97M-V/def2-TZVPD",
  "charge": 4,
  "molar_mass_g_mol": 225.3,
  "orbital_gap_ev": [9.30, 4.05],
  "fmax_ev_per_a": 2.60,
  "de_lowest_ev": 0.000,
  "homo_energy_ev": [-28.4592, -27.5510],
  "spin_multiplicity": 9,
  "lumo_energy_ev": [-19.2, -23.5],
  "energy_ev": -27034.435,
  "elements": ["Gd", "O", "C", "C", "C", "C", "H", "H", "H", "H"],
  "coordinates": [[2.91940, 0.27275, 0.60212], [0.67788, -0.72869, 0.67153], [-2.75638, 0.02824, -0.08198], [-1.36505, -0.00488, -0.31939], [-0.53416, -0.89427, 0.56224], [-3.98742, 0.03943, 0.10477], [-1.04438, -1.55893, 1.28375], [-5.06798, 0.03560, 0.21289], [-1.16814, -0.84419, -1.15839], [-0.92848, 0.98329, -0.54890]]
}

***

[2]
{
  "formula": "H25O12",
  "method": "wB97M-V/def2-TZVPD",
  "charge": 1,
  "molar_mass_g_mol": 217.2,
  "orbital_gap_ev": 10.66,
  "fmax_ev_per_a": 3.64,
  "de_lowest_ev": 2.778,
  "homo_energy_ev": -14.0074,
  "lumo_energy_ev": -3.4,
  "energy_ev": -24968.253,
  "elements": ["O", "O", "O", "O", "O", "O", "O", "O", "O", "O", "O", "O", "H", "H", "H", "H", "H", "H", "H", "H", "H", "H", "H", "H", "H", "H", "H", "H", "H", "H", "H", "H", "H", "H", "H", "H", "H"],
  "coordinates": [[-1.25180, 3.53801, -2.50159], [1.89528, -3.46501, -1.39708], [-0.61218, 3.72796, 1.67400], [1.48985, 1.56307, -0.31669], [1.41057, -2.74702, 1.79718], [-0.02886, -0.45544, 1.68881], [-1.00164, -0.97878, 4.18882], [-3.39407, -2.48499, 1.14638], [0.46412, -0.34173, -1.89030], [2.06344, -1.28474, -0.07243], [2.22264, 4.15721, -1.94549], [-1.51952, -1.47020, -3.51193], [2.56271, -0.72113, 0.53182], [-3.96082, -2.47011, 0.36966], [0.63352, 1.35724, 0.08670], [-2.21184, 3.29292, -2.28605], [1.31358, 3.69722, -1.83324], [1.90385, 2.33536, 0.03031], [1.29324, 0.07603, -2.05148], [0.70607, -3.24683, 1.32685], [-1.25494, -0.65130, 5.04134], [1.47851, -3.69739, -2.19840], [-2.44850, -1.21045, -3.54455], [2.75648, 3.40968, -1.80249], [-1.73115, -1.53720, 3.84940], [-0.22965, 0.25520, -2.24034], [-1.43990, -1.77316, -2.62520], [-0.13738, -0.30547, 2.63843], [-0.66147, 3.34568, -1.76196], [2.17351, -2.55022, -1.36364], [-1.50180, 3.50205, 1.55167], [-3.76335, -1.76959, 1.66592], [-0.81039, -0.86669, 1.38624], [0.92199, -1.96263, 2.14472], [1.34083, -0.64433, -0.55557], [-0.42734, 4.51745, 2.13547], [1.75641, -2.14062, 0.64468]]
}

***

[3]
{
  "formula": "C15H30ClN5O8PS2W",
  "method": "wB97M-V/def2-TZVPD",
  "molar_mass_g_mol": 722.8,
  "orbital_gap_ev": [6.87, 6.79],
  "fmax_ev_per_a": 1.34,
  "de_lowest_ev": 2.794,
  "homo_energy_ev": [-6.8874, -6.5573],
  "spin_multiplicity": 2,
  "lumo_energy_ev": [0.0, 0.2],
  "energy_ev": -85176.859,
  "elements": ["W", "Cl", "S", "S", "P", "O", "O", "O", "O", "O", "O", "O", "O", "N", "N", "N", "N", "N", "C", "C", "C", "C", "C", "C", "C", "C", "C", "C", "C", "C", "C", "C", "C", "H", "H", "H", "H", "H", "H", "H", "H", "H", "H", "H", "H", "H", "H", "H", "H", "H", "H", "H", "H", "H", "H", "H", "H", "H", "H", "H", "H", "H", "H"],
  "coordinates": [[0.16110, -0.44762, -0.42281], [-2.99157, -0.41794, -0.13184], [0.07614, 2.79458, 2.22111], [-0.26781, 1.88924, -1.06642], [-0.70252, 3.16520, 0.47522], [-0.26099, 4.57446, -0.13202], [-4.01483, -1.27991, 0.33927], [-0.21794, -3.07404, -2.20144], [1.99925, 0.77145, -2.85668], [-2.25707, 3.42175, 0.60996], [-2.40130, 0.35020, 0.93646], [-3.42565, 0.39904, -1.20969], [-1.84479, -1.30118, -0.64871], [2.26008, 0.05376, -0.11946], [0.95029, -0.14820, -4.63762], [0.31662, -0.41004, 1.78832], [1.02158, -2.40302, 0.24649], [0.54611, -0.93580, -2.44074], [1.11279, 4.85145, -0.40876], [-0.24324, -1.68361, 2.27262], [2.49288, 0.61360, 1.22910], [1.20696, -0.06223, -3.27657], [1.51140, 0.88460, -5.49145], [0.01351, -2.12828, -2.95004], [1.68362, -0.12626, 2.28550], [1.18842, 5.60946, -1.71166], [-4.53078, 3.52698, -0.10307], [0.44229, -2.85129, 1.53599], [0.22827, -1.18842, -5.15020], [-0.22401, -2.18647, -4.38057], [-3.09509, 3.67303, -0.53908], [2.50578, -2.40182, 0.19211], [3.05715, -1.13974, -0.47710], [-0.28804, -3.63508, 1.33620], [2.59633, 0.90542, -5.40167], [-5.19135, 3.83902, -0.91123], [3.55888, 0.59847, 1.48027], [-4.73192, 4.15314, 0.76497], [2.14618, 1.64788, 1.19197], [0.84658, 4.98112, -2.53210], [4.11158, -1.00571, -0.20901], [-0.13440, -1.79419, 3.35581], [-4.75688, 2.49411, 0.14558], [2.21429, 5.91590, -1.91188], [-2.88245, 4.68618, -0.89159], [-0.74956, -3.03162, -4.78974], [1.67358, 3.91230, -0.47216], [0.63010, -2.93771, -0.54245], [-1.30927, -1.65985, 2.04518], [2.86622, -3.28318, -0.34480], [2.42044, 0.76693, -0.83754], [2.14849, -1.07104, 2.56805], [1.50880, 5.43028, 0.42859], [1.23076, 0.66006, -6.51716], [2.99184, -1.22838, -1.56227], [1.12108, 1.86148, -5.20904], [-2.83437, 2.95934, -1.32536], [2.87702, -2.48202, 1.21420], [1.62872, 0.49154, 3.18646], [1.23484, -3.29478, 2.14309], [0.08777, -1.16898, -6.22272], [-0.28326, 0.38681, 2.05877], [0.56688, 6.50124, -1.67439]]
}